Entry from OMol25: a 8-piece molecular cluster, C30H76O24S6 overall at a distorted geometry (ωB97M-V/def2-TZVPD).

Properties
E	-5383.103783	Ha
gap between HOMO and LUMO	9.89	eV
SMILES string	CCOS(C)(=O)=O.CCOS(C)(=O)=O.CCOS(C)(=O)=O.CCOS(C)(=O)=O.CCOS(C)(=O)=O.CCOS(C)(=O)=O.COCCOCCOC.COCCOCCOC
charge	0
lowest unoccupied orbital energy	0.063	eV

Each line ends with the Mulliken charge.
CARTESIAN COORDINATES (ANGSTROEM)
C -2.064 7.058 -2.274  -1.045
C -0.820 7.872 -2.074  -0.275
O 0.255 7.025 -1.721  -0.069
S 1.761 7.578 -2.094  1.122
C 1.883 6.814 -3.839  -0.961
O 1.874 9.062 -2.174  -0.637
O 2.691 6.759 -1.324  -0.579
H -2.416 6.660 -1.322  0.157
H -1.898 6.109 -2.785  0.233
H -2.754 7.809 -2.661  0.415
H -0.738 8.459 -2.989  0.419
H -1.073 8.580 -1.285  0.284
H 2.184 7.590 -4.544  0.429
H 0.979 6.292 -4.152  0.275
H 2.710 6.115 -3.713  0.284
C 4.605 4.607 3.460  -1.249
C 3.073 4.093 3.375  0.285
O 2.223 5.195 3.808  -0.371
S 1.942 6.410 2.723  1.277
C 1.110 5.346 1.410  -0.971
O 0.924 7.270 3.230  -0.626
O 3.210 6.884 2.186  -0.594
H 5.498 4.001 3.608  0.396
H 4.620 5.227 4.357  0.322
H 4.890 5.146 2.557  0.284
H 2.943 3.657 2.384  -0.109
H 2.913 3.378 4.182  0.342
H 0.741 4.491 1.976  0.304
H 1.780 5.367 0.550  0.185
H 0.223 5.883 1.075  0.517
C -4.205 4.658 3.497  -1.168
C -3.121 5.054 2.448  -0.075
O -3.503 4.684 1.112  -0.380
S -3.239 3.155 0.546  1.207
C -1.648 3.540 -0.216  0.028
O -3.150 2.194 1.603  -0.427
O -4.211 2.976 -0.509  -0.699
H -5.129 5.211 3.332  0.318
H -3.846 4.903 4.497  0.373
H -4.375 3.583 3.443  0.288
H -3.062 6.139 2.369  0.336
H -2.120 4.651 2.607  0.156
H -1.216 2.608 -0.581  0.021
H -0.989 4.011 0.514  -0.308
H -1.920 4.098 -1.112  0.235
C -3.660 1.481 -7.370  -1.052
C -2.497 2.092 -8.073  -0.186
O -1.407 1.415 -7.507  -0.298
S -0.332 2.155 -6.464  1.183
C -0.619 1.362 -4.639  -0.842
O 1.034 1.989 -6.976  -0.608
O -0.718 3.577 -6.283  -0.676
H -3.567 1.791 -6.329  0.233
H -3.632 0.392 -7.341  0.270
H -4.537 1.735 -7.964  0.370
H -2.424 2.110 -9.161  0.371
H -2.578 3.120 -7.721  0.232
H 0.422 1.315 -4.320  0.178
H -1.046 0.362 -4.722  0.479
H -1.258 2.011 -4.040  0.321
C 2.267 -2.409 5.396  -1.248
C 0.928 -2.118 4.572  -0.237
O 0.931 -0.865 3.871  -0.126
S -0.038 0.463 4.331  0.905
C -1.795 0.042 3.689  -0.677
O -0.065 0.599 5.804  -0.639
O 0.429 1.647 3.618  -0.421
H 2.533 -1.866 6.303  0.305
H 3.012 -2.311 4.607  0.298
H 2.246 -3.468 5.654  0.385
H 0.921 -2.777 3.704  0.283
H 0.036 -2.381 5.141  0.383
H -1.944 -1.012 3.923  0.258
H -1.865 0.097 2.602  0.099
H -2.480 0.716 4.203  0.443
C -2.631 -7.075 1.776  -0.979
C -3.276 -5.757 1.313  -0.378
O -2.209 -4.878 1.545  -0.087
S -2.538 -3.235 1.284  1.014
C -2.395 -3.124 -0.514  -0.897
O -3.943 -2.877 1.487  -0.713
O -1.521 -2.465 1.994  -0.429
H -1.593 -7.220 1.476  0.077
H -3.235 -7.862 1.325  0.417
H -2.586 -7.214 2.856  0.347
H -3.359 -5.888 0.234  0.250
H -4.250 -5.404 1.652  0.438
H -2.243 -2.072 -0.753  0.317
H -3.390 -3.367 -0.887  0.443
H -1.552 -3.707 -0.887  0.190
C 2.823 -5.811 -2.310  -0.999
O 2.324 -6.128 -1.015  -0.253
C 1.372 -7.130 -0.954  -0.466
C 1.449 -7.537 0.489  -0.320
O 0.837 -8.790 0.797  -0.378
C 0.980 -9.273 2.088  -0.446
C 0.125 -10.574 2.378  -0.358
O 0.502 -11.081 3.591  -0.324
C -0.380 -12.002 4.184  -0.796
H 2.045 -5.554 -3.029  0.391
H 3.459 -6.648 -2.595  0.388
H 3.497 -4.957 -2.387  0.285
H 1.522 -7.950 -1.657  0.441
H 0.406 -6.764 -1.301  0.189
H 0.983 -6.763 1.098  0.234
H 2.508 -7.639 0.724  0.295
H 0.730 -8.570 2.882  0.244
H 2.055 -9.432 2.167  0.398
H 0.341 -11.311 1.605  0.279
H -0.930 -10.311 2.452  0.270
H -0.179 -12.294 5.214  0.293
H -0.564 -12.787 3.450  0.327
H -1.406 -11.648 4.284  0.313
C 1.553 -2.956 -0.635  -0.978
O 0.996 -1.675 -0.641  -0.118
C 1.312 -0.914 0.516  -0.545
C 0.501 0.374 0.429  0.122
O 0.694 1.116 -0.804  -0.100
C 1.976 1.703 -1.047  -0.684
C 1.977 2.782 -2.113  -0.128
O 2.316 2.155 -3.426  -0.368
C 2.847 2.962 -4.430  -0.798
H 1.295 -3.417 -1.589  0.321
H 1.036 -3.543 0.124  0.308
H 2.642 -2.984 -0.610  0.278
H 2.390 -0.805 0.636  0.488
H 0.950 -1.416 1.413  0.118
H 0.734 1.029 1.268  0.257
H -0.530 0.025 0.488  -0.121
H 2.615 0.846 -1.264  0.370
H 2.369 2.121 -0.120  0.185
H 2.745 3.550 -2.017  0.579
H 0.947 3.139 -2.099  -0.028
H 2.354 3.923 -4.578  0.190
H 2.787 2.562 -5.442  0.292
H 3.883 3.053 -4.105  0.406